{
  "formula": "C8H10Cl2NOP",
  "method": "ωB97M-V with the def2-TZVPD basis set",
  "orbital_gap_ev": 7.679,
  "e_homo_ev": -7.839,
  "total_charge": 0,
  "lumo_energy_ha": -0.006,
  "smiles": "C=NP(=O)(Cl)Cl.C=C1C=CC=CC1",
  "de_lowest_kj_mol": 8.0,
  "elements": ["C", "C", "C", "C", "C", "C", "C", "C", "N", "O", "P", "Cl", "Cl", "H", "H", "H", "H", "H", "H", "H", "H", "H", "H"],
  "positions_angstrom": [[-1.2557, 1.9863, -0.2478], [-0.6232, 2.0563, 1.0427], [-1.3746, 0.8219, -0.8929], [-0.1580, 0.9480, 1.6445], [-0.8387, -0.4537, -0.3465], [-0.2651, -0.3587, 1.0412], [1.8563, -1.0905, -1.5951], [0.1380, -1.4513, 1.7040], [2.4644, -1.2513, -0.4969], [2.9166, -0.1146, 1.8648], [3.1153, -0.0270, 0.4280], [2.5310, 1.7494, -0.3313], [5.0483, -0.1596, -0.0488], [-1.6457, 2.8981, -0.6743], [-0.5418, 3.0212, 1.5194], [-1.8559, 0.7648, -1.8588], [0.3053, 0.9962, 2.6185], [-1.6057, -1.2353, -0.3962], [1.7278, -0.1265, -2.0881], [1.5550, -1.9848, -2.1304], [-0.0319, -0.8029, -1.0248], [0.5712, -1.3803, 2.6848], [0.0581, -2.4382, 1.2795]],
  "forces_ev_per_angstrom": [[-0.3, -0.3, -0.6], [0.3, -0.4, 0.7], [-0.1, 0.4, -0.1], [-0.1, 0.8, 0.2], [0.1, -0.2, -0.1], [-0.1, -0.7, 0.1], [0.8, -0.2, 0.0], [-0.1, 0.3, -0.3], [0.0, 0.1, 0.0], [-0.1, 0.0, 0.1], [0.0, -0.1, 0.3], [0.1, 0.0, -0.2], [0.3, 0.0, -0.2], [-0.1, 0.1, -0.1], [0.1, 0.1, 0.1], [-0.1, 0.1, -0.1], [0.1, 0.1, 0.1], [0.1, 0.0, 0.0], [-0.1, 0.1, 0.1], [-0.2, 0.0, -0.1], [-0.5, 0.1, 0.1], [0.1, 0.1, 0.2], [-0.1, -0.2, -0.1]]
}


{
  "formula": "C8H10F2S",
  "method": "ωB97M-V with the def2-TZVPD basis set",
  "orbital_gap_ev": 9.865,
  "e_homo_ev": -9.029,
  "total_charge": 0,
  "lumo_energy_ha": 0.031,
  "smiles": "Fc1ccc(F)cc1.CCS",
  "de_lowest_kj_mol": 0.0,
  "elements": ["S", "C", "C", "H", "H", "H", "H", "H", "H", "F", "F", "C", "C", "C", "C", "C", "C", "H", "H", "H", "H"],
  "positions_angstrom": [[-1.6187, 1.8820, -1.5815], [-2.6356, 0.5157, 0.6417], [-2.0621, 0.3228, -0.7551], [-2.8620, 2.4079, -1.5834], [-1.9209, 1.0640, 1.2783], [-2.8422, -0.4628, 1.1067], [-3.5768, 1.0889, 0.5951], [-1.1104, -0.2410, -0.7129], [-2.7603, -0.2433, -1.4012], [1.1899, 0.8029, 2.4964], [2.3749, -1.8587, -2.0942], [1.8658, 0.8702, 0.2378], [1.3951, -1.2433, 1.3417], [2.1698, 0.1877, -0.9398], [1.6990, -1.9259, 0.1643], [1.4844, 0.1415, 1.3555], [2.0804, -1.1972, -0.9535], [1.9227, 1.9653, 0.2949], [1.0890, -1.7785, 2.2503], [2.4759, 0.7229, -1.8483], [1.6422, -3.0210, 0.1072]],
  "forces_ev_per_angstrom": [[-0.2, 0.0, 0.0], [0.0, 0.0, 0.2], [0.1, -0.4, -0.2], [0.2, -0.1, 0.0], [-0.3, -0.2, -0.2], [0.0, 0.3, -0.1], [0.3, -0.2, 0.1], [-0.4, 0.2, 0.0], [0.4, 0.3, 0.3], [0.0, -0.1, -0.1], [0.0, 0.1, 0.1], [0.0, 0.2, 0.0], [-0.1, -0.1, 0.2], [0.0, 0.1, -0.2], [0.0, -0.2, 0.0], [0.0, -0.1, -0.2], [-0.1, 0.1, 0.2], [0.0, -0.6, 0.0], [0.2, 0.3, -0.5], [-0.2, -0.3, 0.5], [0.0, 0.6, 0.0]]
}


{
  "formula": "C8H10F3NO3SSr",
  "method": "ωB97M-V with the def2-TZVPD basis set",
  "orbital_gap_ev": 3.609,
  "e_homo_ev": 1.537,
  "total_charge": -2,
  "lumo_energy_ha": 0.189,
  "de_lowest_kj_mol": 388.0,
  "elements": ["C", "C", "C", "C", "C", "Sr", "N", "C", "C", "H", "H", "H", "H", "H", "H", "H", "H", "H", "H", "F", "C", "F", "F", "S", "O", "O", "O"],
  "positions_angstrom": [[-2.2147, -0.8792, -0.2297], [-2.2167, 0.4009, -0.8922], [-1.9852, 1.4191, 0.1022], [-1.8323, 0.7656, 1.3789], [-1.9711, -0.6547, 1.1730], [0.0209, 0.1233, 0.0595], [1.0616, -1.6619, 0.0601], [1.3169, -1.4805, -1.4204], [0.6669, -0.2221, -2.0503], [-1.8842, 2.4745, -0.0854], [-2.3428, 0.5686, -1.9481], [-1.5958, 1.2490, 2.3136], [-1.8668, -1.4172, 1.9291], [-2.3180, -1.8393, -0.7068], [-0.0556, -0.4298, -2.7999], [2.4137, -1.4533, -1.5482], [1.2656, -2.4507, 0.4855], [1.3680, 0.5652, -2.2858], [0.9207, -2.3796, -1.9160], [4.7145, 2.8361, 2.3714], [3.4055, 2.6915, 2.6834], [3.2628, 2.4277, 4.0007], [2.7149, 3.8024, 2.3444], [2.6971, 1.1736, 1.6782], [2.6215, 1.6007, 0.2591], [3.6392, 0.0839, 1.7463], [1.2397, 0.6995, 2.1565]],
  "forces_ev_per_angstrom": [[-1.2, 1.5, 0.9], [-1.5, -0.1, 1.5], [-2.3, -1.2, 0.6], [-2.6, -0.3, -0.6], [-2.0, 1.1, -0.6], [5.3, 3.4, 1.6], [-0.3, 2.3, -2.4], [0.5, -1.1, 0.6], [1.3, -1.0, -1.8], [0.1, 0.2, 0.0], [0.1, 0.0, -0.1], [0.1, 0.0, 0.0], [0.1, 0.0, 0.0], [0.1, -0.1, 0.0], [-0.5, -0.2, -1.0], [0.0, -0.1, -0.3], [1.7, -5.1, 1.5], [0.3, 0.2, -0.4], [0.2, 0.0, -0.4], [-0.9, 0.4, 0.6], [-1.1, -1.8, -1.1], [0.4, 0.8, -0.5], [0.8, -0.4, 0.7], [-4.5, -3.5, -2.8], [-0.2, 1.3, 2.0], [0.9, 0.7, 1.9], [5.2, 3.1, 0.3]]
}


{
  "formula": "C8H10FO2",
  "method": "ωB97M-V with the def2-TZVPD basis set",
  "orbital_gap_ev": 7.424,
  "e_homo_ev": -3.696,
  "total_charge": -1,
  "lumo_energy_ha": 0.137,
  "smiles": "C=C(C)C(F)(C(=C)C)C(=O)[O-]",
  "de_lowest_kj_mol": 0.0,
  "elements": ["C", "C", "C", "C", "C", "C", "C", "C", "O", "O", "F", "H", "H", "H", "H", "H", "H", "H", "H", "H", "H"],
  "positions_angstrom": [[1.1668, 1.4870, 1.3491], [0.1719, -2.4971, 0.8198], [0.2524, 1.1350, 0.4521], [0.1719, -1.3478, 0.1451], [-2.1212, 0.0740, -0.3518], [-0.0639, 2.0184, -0.7176], [0.8483, -1.2193, -1.1883], [-0.5343, -0.1391, 0.6072], [-2.9978, 0.4844, 0.3660], [-1.9847, -0.2224, -1.5175], [-0.9106, -0.2740, 1.9509], [1.3966, 0.8694, 2.2013], [1.7096, 2.4192, 1.2721], [-0.3198, -2.6017, 1.7713], [0.6773, -3.3718, 0.4362], [0.6544, 2.8356, -0.7952], [-0.0734, 1.4520, -1.6463], [-1.0622, 2.4364, -0.5898], [1.3151, -2.1576, -1.4807], [1.6083, -0.4372, -1.1585], [0.0953, -0.9435, -1.9253]],
  "forces_ev_per_angstrom": [[0.0, 0.0, 0.0], [0.1, 0.0, 0.1], [0.2, 0.2, 0.1], [0.1, -0.2, -0.2], [2.1, -0.5, 1.6], [0.1, 0.1, 0.0], [-0.1, 0.0, 0.0], [-1.9, 0.5, -0.6], [-0.9, 0.4, 0.6], [0.0, -0.3, -1.4], [0.2, -0.1, -0.1], [-0.1, -0.2, 0.2], [0.0, 0.1, -0.1], [-0.1, 0.1, 0.2], [0.1, -0.1, -0.1], [0.0, 0.0, 0.0], [0.0, 0.0, -0.1], [-0.1, 0.0, -0.1], [0.1, -0.1, 0.0], [0.1, 0.0, 0.0], [0.0, 0.0, -0.1]]
}


{
  "formula": "C8H10I3N2O",
  "method": "ωB97M-V with the def2-TZVPD basis set",
  "orbital_gap_ev": 7.907,
  "e_homo_ev": -12.339,
  "total_charge": 1,
  "lumo_energy_ha": -0.163,
  "smiles": "[H]/N=C1/C(I)=C[C@@H](I)[C@@]([NH3+])(C(C)=O)[C@@H]1I",
  "de_lowest_kj_mol": 0.0,
  "elements": ["C", "C", "C", "C", "C", "C", "C", "C", "N", "N", "O", "I", "I", "I", "H", "H", "H", "H", "H", "H", "H", "H", "H", "H"],
  "positions_angstrom": [[-2.5329, -1.0080, 0.3047], [-3.1000, 0.0651, -0.2195], [-2.5839, 0.8169, -1.4016], [1.1527, -0.5932, -1.1648], [-1.1949, -1.4901, -0.0829], [-1.0527, 0.6762, -1.6117], [-0.3384, -0.2554, -0.5036], [2.1356, -1.1044, -0.1524], [-3.3821, 1.2303, -2.2063], [-0.1236, 0.6032, 0.7301], [1.3125, -0.3837, -2.3130], [-4.9351, 0.6722, 0.5765], [-0.9125, -2.9470, -1.7869], [-0.0944, 2.7641, -1.7271], [-3.0131, -1.6094, 1.0157], [-0.7014, -2.0589, 0.7510], [-0.8365, 0.3685, -2.6866], [2.7533, -0.1741, 0.1588], [2.8852, -1.7457, -0.7146], [1.6380, -1.4788, 0.6967], [-2.8783, 1.7012, -2.8751], [-0.1584, 1.6237, 0.2983], [0.7881, 0.1611, 1.0357], [-0.8547, 0.5859, 1.4954]],
  "forces_ev_per_angstrom": [[0.8, -0.6, -0.9], [-0.9, 0.5, 0.3], [3.2, -3.0, 3.3], [-1.7, 0.1, 1.8], [1.9, 0.0, -0.8], [0.1, 0.1, -0.4], [-0.4, 0.8, -2.1], [2.5, 1.9, -2.1], [-3.4, 1.2, -0.7], [0.2, 0.3, -0.2], [0.5, 0.1, -0.7], [0.1, 0.0, -0.2], [-0.7, 0.5, 0.9], [-0.6, -1.2, 0.2], [-0.8, -0.5, 1.0], [-0.4, 0.6, -0.8], [-0.2, 0.0, 1.7], [-0.8, -1.3, -0.3], [-1.0, 0.3, 1.2], [-0.2, -1.2, 1.0], [1.0, 1.5, -2.9], [1.1, -1.4, 1.2], [-1.0, 1.8, 0.5], [0.8, -0.5, -1.1]]
}


{
  "formula": "C8H10Ir",
  "method": "ωB97M-V with the def2-TZVPD basis set",
  "orbital_gap_ev": 8.079,
  "e_homo_ev": -13.334,
  "total_charge": 1,
  "lumo_energy_ha": -0.193,
  "de_lowest_kj_mol": 49.5,
  "elements": ["Ir", "C", "C", "C", "C", "C", "C", "C", "H", "H", "H", "H", "H", "H", "H", "H", "C", "H", "H"],
  "positions_angstrom": [[-0.1042, 0.0381, -0.3846], [0.8788, -2.2739, -2.6798], [0.1354, -1.0169, -2.3639], [-1.2452, -1.0211, -2.1041], [-1.9188, 0.1720, -1.8026], [-1.2731, 1.4182, -1.8367], [0.1073, 1.4600, -2.1017], [0.8067, 0.2363, -2.2978], [0.8327, -2.4482, -3.7568], [0.4346, -3.1294, -2.1758], [1.9252, -2.1956, -2.3927], [-1.7692, -1.9645, -2.0358], [-2.9432, 0.1285, -1.4583], [-1.7929, 2.3171, -1.5394], [0.6502, 2.3920, -2.0534], [1.8787, 0.2669, -2.4359], [0.6576, -0.3014, 1.2151], [1.6275, -0.4551, 1.6781], [-0.1786, -0.3572, 1.9435]],
  "forces_ev_per_angstrom": [[-2.2, -0.6, 1.2], [0.0, 0.0, 0.0], [0.1, -0.4, 0.0], [-0.2, -0.1, -0.1], [-0.3, 0.1, -0.2], [0.4, 0.2, -0.2], [-0.2, 0.4, 0.2], [0.7, 0.4, 0.1], [0.0, 0.0, 0.0], [0.0, 0.0, 0.0], [0.0, 0.0, 0.0], [0.0, 0.0, 0.0], [0.0, 0.0, -0.1], [-0.1, 0.0, -0.1], [0.0, 0.0, -0.1], [0.0, 0.0, -0.1], [2.2, 0.2, -0.6], [-0.1, -0.2, 0.2], [-0.5, 0.3, -0.3]]
}


{
  "formula": "C8H10MnN2O",
  "method": "ωB97M-V with the def2-TZVPD basis set",
  "orbital_gap_ev": [6.368, 6.718],
  "e_homo_ev": [-2.728, -3.190],
  "total_charge": -1,
  "lumo_energy_ha": [0.134, 0.130],
  "spin_multiplicity": 5,
  "de_lowest_kj_mol": 23.1,
  "s_squared": 6.316,
  "elements": ["C", "C", "C", "C", "C", "Mn", "N", "C", "C", "H", "H", "H", "H", "H", "H", "H", "H", "H", "H", "O", "C", "N"],
  "positions_angstrom": [[0.3235, 1.4486, -1.4142], [-0.5719, 1.8787, -0.3602], [-1.5216, 0.8033, -0.1149], [-1.2910, -0.2212, -1.0847], [-0.3245, 0.2442, -2.1244], [0.4709, 0.2151, 0.3289], [0.3141, -0.6031, -3.0500], [1.6718, 0.9132, 1.5437], [0.2931, 0.7932, 2.1577], [-2.2937, 0.7660, 0.6592], [-0.5272, 2.8174, 0.1814], [-1.9891, -1.0125, -1.3058], [-0.7247, 0.4941, -3.1543], [1.1435, 2.0334, -1.8280], [-0.2887, 1.7190, 2.3240], [2.4055, 0.2039, 1.9303], [1.3114, -0.3523, -2.9388], [0.1736, -0.0119, 2.9178], [2.1157, 1.9042, 1.4169], [-0.4198, -3.8676, 1.1050], [-0.0152, -2.7638, 0.8891], [0.3911, -1.6539, 0.6721]],
  "forces_ev_per_angstrom": [[-1.1, -0.6, -0.5], [0.1, -1.0, -0.8], [-0.5, 0.4, -1.7], [-0.6, 1.9, 0.1], [0.1, 1.6, 1.2], [-1.2, -1.4, -1.4], [1.8, -1.5, 0.6], [0.5, 1.1, 2.8], [1.3, 0.5, 1.5], [0.4, 0.2, -0.4], [0.1, -0.3, 0.0], [0.3, -0.5, 0.5], [-1.3, 1.2, -0.5], [-0.3, -0.1, 0.0], [0.4, -0.6, 0.2], [0.0, 0.0, -0.1], [-0.2, 0.0, -0.7], [-0.1, 0.7, -0.6], [-0.2, -0.1, -0.1], [0.0, -0.1, 0.1], [0.7, 1.7, -0.5], [-0.1, -3.3, 0.4]]
}


{
  "formula": "C8H10MnN2O2",
  "method": "ωB97M-V with the def2-TZVPD basis set",
  "orbital_gap_ev": [6.015, 7.117],
  "e_homo_ev": [-2.517, -3.653],
  "total_charge": -1,
  "lumo_energy_ha": [0.129, 0.127],
  "spin_multiplicity": 5,
  "s_squared": 6.057,
  "elements": ["C", "C", "C", "C", "C", "Mn", "C", "C", "C", "N", "H", "H", "H", "H", "H", "H", "H", "H", "H", "H", "O", "N", "O"],
  "positions_angstrom": [[-1.1848, 1.1592, -1.0130], [-0.4943, 0.0392, -1.5841], [0.9011, 0.3629, -1.6502], [1.0760, 1.6709, -1.0914], [-0.2066, 2.1595, -0.6915], [0.1999, 0.3810, 0.3652], [0.1675, -1.9478, 0.6847], [-1.1178, -1.5584, 0.9421], [-2.3971, -1.6059, 1.2298], [-0.6495, 0.8977, 1.6779], [1.6589, -0.2253, -2.1555], [-0.9336, -0.8733, -1.9824], [1.9914, 2.2509, -1.1392], [-0.3951, 3.1721, -0.3453], [-2.2574, 1.2324, -0.8734], [0.4626, -2.3170, -0.3067], [-1.1220, 1.1032, 2.5632], [0.8606, -2.2498, 1.4767], [-3.0009, -2.5246, 1.3113], [-2.9605, -0.6890, 1.4192], [4.2032, -0.3877, 0.2822], [3.0793, 0.0273, 0.0041], [2.1189, -0.0775, 0.8761]],
  "forces_ev_per_angstrom": [[0.1, -0.5, -1.3], [-0.3, 1.1, -1.8], [-0.8, 0.7, -0.7], [-0.8, 0.8, -2.1], [0.7, 0.3, -1.5], [1.8, -1.9, 0.5], [-1.9, -1.0, 0.0], [1.7, -1.6, 0.2], [-0.5, 0.7, 0.1], [-2.4, 1.3, 4.6], [-0.1, 0.0, 0.5], [0.0, 0.2, 0.3], [-0.1, -0.3, 0.5], [0.0, -0.5, 0.3], [0.3, -0.1, 0.3], [-0.2, 0.6, 0.3], [0.5, -0.3, -0.6], [-0.4, 0.6, -0.1], [0.8, 0.2, -0.1], [0.3, -0.2, -0.2], [-1.3, 0.0, 0.8], [0.1, 0.2, -0.4], [2.5, -0.5, 0.5]]
}


no.,electronic energy (a.u.)
1,-1702.5945
2,-908.7458
3,-1319.6144
4,-561.2041
5,-1388.3302
6,-414.8190
7,-1646.4371
8,-1721.5837